A molecular structure, C22H11Cl5N4NiO in a non-equilibrium geometry. Source: the OMol25 dataset; level of theory: the ωB97M-V functional and the def2-TZVPD basis.

Each line ends with the Mulliken spin population.
Positions of all 44 atoms, in Å:
Ni: 0.073 -0.019 0.454  0.885
C: -2.199 -1.342 -3.084  0.113
C: -1.580 -0.627 -4.111  0.043
C: -0.569 0.242 -3.773  0.011
C: -0.186 0.398 -2.436  0.097
N: -0.790 -0.313 -1.433  0.172
C: -1.768 -1.144 -1.787  -0.032
C: 0.836 1.327 -1.999  0.181
C: 1.551 2.203 -2.814  -0.069
C: 2.482 3.055 -2.236  0.115
C: 2.675 3.028 -0.863  0.022
C: 1.939 2.136 -0.087  0.071
N: 1.045 1.297 -0.663  0.268
C: 2.018 1.987 1.350  -0.022
C: 2.845 2.757 2.175  -0.002
C: 2.846 2.543 3.532  0.012
C: 2.028 1.538 4.051  0.014
C: 1.240 0.814 3.180  0.002
N: 1.204 1.021 1.867  0.061
H: -3.000 -2.034 -3.283  0.007
H: -1.891 -0.740 -5.139  0.005
H: -0.063 0.808 -4.537  0.016
H: -2.255 -1.694 -0.996  0.003
H: 1.390 2.232 -3.879  0.003
H: 3.048 3.738 -2.850  0.011
H: 3.391 3.693 -0.409  -0.005
H: 3.471 3.516 1.737  -0.001
H: 3.469 3.139 4.181  0.000
H: 2.001 1.329 5.108  0.000
H: 0.604 0.025 3.563  0.001
Cl: 1.120 -1.961 0.907  0.016
C: -0.481 -2.538 0.876  0.005
C: -1.528 -1.732 1.358  -0.011
C: -2.838 -2.266 1.344  -0.009
Cl: -4.122 -1.300 1.965  0.001
C: -3.105 -3.494 0.754  -0.001
Cl: -4.716 -4.071 0.646  0.000
C: -2.060 -4.260 0.231  0.001
Cl: -2.384 -5.726 -0.592  0.000
C: -0.743 -3.792 0.342  -0.007
Cl: 0.557 -4.764 -0.209  0.000
O: -2.336 1.146 3.211  0.013
C: -1.925 0.313 2.519  0.022
N: -1.295 -0.466 1.830  -0.012

Computed properties:
HOMO energy (spin up / spin down) = -4.33 / -6.71 eV
<S²> = 2.035
Largest force on an atom = 3.12 eV Å⁻¹
2S+1 = 3
Kohn-Sham gap (spin up / spin down) = 4.20 / 6.59 eV
Energy relative to the best compared isomer or geometry (same formula, charge and spin) = 132.3 kJ/mol